--- a ---
Density functional theory data (the ωB97M-V functional and the def2-TZVPD basis) for a structure of composition C29H39N7O4SScSi.

- Net charge: +1
- HOMO-LUMO gap: 7.0630 eV
- HOMO energy: -9.85 eV

Last column: Mulliken charge in e.
Cartesian coordinates (Å):
Sc (0.40, -0.90, -0.30)  -0.904
N (1.84, -0.68, -2.15)  -0.164
C (1.53, -1.53, -3.32)  -1.157
C (0.70, -2.74, -2.90)  -0.852
N (-0.49, -2.34, -2.14)  1.158
C (-1.19, -3.51, -1.57)  -1.036
C (-0.75, -3.85, -0.16)  -0.873
N (-0.84, -2.64, 0.68)  -0.239
C (-1.42, -1.57, -2.98)  -0.675
C (-2.44, -0.82, -2.14)  -0.966
N (-1.71, -0.10, -1.08)  -0.003
H (2.07, 0.26, -2.46)  0.318
H (2.66, -1.04, -1.68)  0.222
H (2.44, -1.87, -3.82)  0.497
H (1.00, -0.91, -4.04)  0.412
H (1.30, -3.38, -2.26)  0.479
H (0.42, -3.31, -3.80)  0.523
H (-1.09, -4.37, -2.23)  0.321
H (-2.26, -3.27, -1.53)  0.347
H (0.29, -4.18, -0.15)  0.356
H (-1.37, -4.66, 0.23)  0.581
H (-0.43, -2.84, 1.59)  0.238
H (-1.81, -2.40, 0.87)  0.227
H (-1.92, -2.23, -3.71)  0.241
H (-0.86, -0.83, -3.54)  0.257
H (-3.16, -1.49, -1.67)  0.396
H (-3.02, -0.14, -2.77)  0.500
H (-2.33, 0.14, -0.31)  -0.141
H (-1.39, 0.81, -1.44)  -0.029
C (2.58, 2.44, 1.01)  -1.168
C (2.97, 1.03, 1.26)  -0.259
N (2.45, -0.05, 0.69)  0.635
C (3.15, -1.12, 1.19)  0.228
C (4.09, -0.68, 2.09)  -0.248
N (3.96, 0.68, 2.10)  0.146
C (5.09, -1.35, 2.96)  0.477
O (5.10, -2.67, 2.93)  -0.562
O (5.80, -0.68, 3.66)  -0.605
C (2.78, -2.47, 0.73)  0.829
O (3.44, -3.46, 1.02)  -0.879
O (1.73, -2.45, -0.02)  0.118
H (1.81, 2.48, 0.25)  0.019
H (3.44, 3.02, 0.67)  0.472
H (2.19, 2.90, 1.92)  0.288
H (4.52, 1.27, 2.69)  0.266
H (4.42, -3.05, 2.33)  0.393
C (-5.13, 0.06, 2.30)  -0.525
C (-4.17, -0.84, 2.77)  -0.833
C (-2.82, -0.56, 2.60)  -0.294
C (-2.39, 0.61, 1.98)  -0.460
C (-3.37, 1.50, 1.52)  0.083
C (-4.72, 1.23, 1.68)  -0.594
Si (-0.53, 0.87, 1.63)  1.712
C (0.38, 0.73, 3.30)  0.293
C (0.51, 1.81, 4.18)  -0.378
C (1.23, 1.69, 5.36)  -0.689
C (1.83, 0.48, 5.69)  -0.643
C (1.70, -0.61, 4.84)  -0.655
C (0.98, -0.47, 3.66)  0.180
H (-6.18, -0.15, 2.43)  0.414
H (-4.48, -1.74, 3.28)  0.431
H (-2.09, -1.26, 3.00)  0.622
H (-3.06, 2.43, 1.05)  0.367
H (-5.46, 1.94, 1.33)  0.429
H (-0.48, 2.34, 1.29)  -0.425
H (0.05, 2.75, 3.93)  0.444
H (1.33, 2.54, 6.02)  0.423
H (2.40, 0.39, 6.61)  0.414
H (2.16, -1.55, 5.10)  0.498
H (0.91, -1.33, 3.00)  -0.048
S (0.29, 2.15, -2.67)  -0.385
C (-0.57, 3.17, -3.70)  0.324
N (-0.35, 3.10, -5.05)  -0.038
C (-0.95, 3.88, -5.97)  -0.225
C (-1.86, 4.82, -5.58)  -0.658
C (-2.13, 4.95, -4.21)  -0.201
C (-1.51, 4.15, -3.29)  -0.673
H (0.34, 2.42, -5.34)  0.223
H (-0.67, 3.71, -7.00)  0.409
H (-2.34, 5.44, -6.32)  0.404
H (-2.84, 5.69, -3.87)  0.416
H (-1.70, 4.24, -2.23)  0.451



--- b ---
Density functional theory data (the ωB97M-V functional and the def2-TZVPD basis) for a structure of composition C29H39N7O4SScSi.

- Net charge: +1
- HOMO-LUMO gap: 7.3868 eV
- HOMO energy: -9.84 eV

Last column: Mulliken charge in e.
Cartesian coordinates (Å):
Sc (-0.54, -0.25, 0.44)  -0.937
N (1.34, -1.38, 1.47)  -0.206
C (0.99, -2.81, 1.46)  0.105
C (-0.22, -3.08, 2.36)  -1.491
N (-1.32, -2.14, 2.12)  1.416
C (-2.48, -2.79, 1.48)  -1.437
C (-2.50, -2.64, -0.04)  -0.163
N (-2.48, -1.22, -0.41)  -0.308
C (-1.72, -1.46, 3.37)  -1.000
C (-2.56, -0.21, 3.11)  -0.868
N (-1.85, 0.62, 2.15)  0.294
H (2.18, -1.26, 0.89)  0.172
H (1.63, -1.12, 2.42)  0.275
H (1.82, -3.44, 1.82)  0.645
H (0.76, -3.10, 0.43)  -0.177
H (0.10, -3.01, 3.41)  0.432
H (-0.54, -4.11, 2.21)  0.262
H (-3.40, -2.34, 1.86)  0.350
H (-2.52, -3.86, 1.73)  0.416
H (-3.40, -3.15, -0.42)  0.541
H (-1.63, -3.13, -0.50)  -0.038
H (-3.34, -0.77, -0.06)  0.170
H (-2.54, -1.17, -1.43)  0.229
H (-0.80, -1.14, 3.88)  0.553
H (-2.26, -2.15, 4.04)  0.232
H (-2.72, 0.30, 4.07)  0.477
H (-3.55, -0.46, 2.71)  0.397
H (-1.12, 1.16, 2.63)  0.337
H (-2.51, 1.30, 1.75)  -0.149
C (0.67, 2.24, 5.16)  -1.327
C (1.01, 2.63, 3.78)  0.153
N (0.58, 2.05, 2.67)  -0.302
C (1.11, 2.77, 1.63)  -0.001
C (1.89, 3.79, 2.12)  -0.001
N (1.81, 3.68, 3.48)  -0.045
C (2.72, 4.88, 1.54)  0.506
O (2.79, 4.96, 0.23)  -0.576
O (3.29, 5.64, 2.29)  -0.611
C (0.75, 2.45, 0.22)  0.458
O (1.28, 3.06, -0.71)  -0.827
O (-0.17, 1.58, 0.07)  0.749
H (0.66, 1.15, 5.27)  0.286
H (-0.31, 2.62, 5.43)  0.244
H (1.40, 2.65, 5.85)  0.436
H (2.27, 4.32, 4.12)  0.251
H (2.27, 4.24, -0.25)  0.448
C (5.05, 0.08, -3.14)  -0.477
C (4.71, -1.03, -2.38)  -0.808
C (3.39, -1.24, -2.02)  -0.056
C (2.37, -0.38, -2.42)  0.407
C (2.74, 0.75, -3.16)  -0.205
C (4.06, 0.98, -3.51)  -0.660
Si (0.51, -0.68, -2.04)  0.877
C (-0.02, -2.43, -2.70)  0.302
C (-1.11, -2.55, -3.55)  0.189
C (-1.49, -3.78, -4.06)  -0.796
C (-0.79, -4.93, -3.72)  -0.538
C (0.29, -4.83, -2.86)  -0.767
C (0.66, -3.59, -2.35)  0.005
H (6.07, 0.25, -3.43)  0.392
H (5.47, -1.73, -2.07)  0.418
H (3.15, -2.11, -1.43)  0.156
H (1.98, 1.46, -3.46)  0.273
H (4.32, 1.86, -4.09)  0.407
H (-0.13, 0.17, -3.12)  -0.404
H (-1.66, -1.67, -3.84)  0.445
H (-2.34, -3.85, -4.73)  0.442
H (-1.07, -5.88, -4.13)  0.409
H (0.84, -5.71, -2.57)  0.436
H (1.51, -3.54, -1.69)  -0.050
S (-4.01, 1.65, 0.13)  -0.407
C (-2.97, 2.49, -0.87)  0.188
N (-2.33, 3.60, -0.39)  0.099
C (-1.45, 4.32, -1.11)  -0.519
C (-1.17, 3.98, -2.40)  -0.438
C (-1.83, 2.87, -2.96)  -0.223
C (-2.71, 2.14, -2.21)  -0.627
H (-2.54, 3.86, 0.57)  0.325
H (-0.98, 5.15, -0.61)  0.446
H (-0.45, 4.54, -2.96)  0.455
H (-1.64, 2.60, -3.99)  0.420
H (-3.24, 1.29, -2.62)  0.513



Result of the stability comparison: b is the least stable of them.



--- a ---
Density functional theory data (the ωB97M-V functional and the def2-TZVPD basis) for the ion C3H8NS with charge +1.

- Net charge: +1
- HOMO-LUMO gap: 10.3721 eV
- SMILES: [NH3+]C1(S)CC1
- HOMO energy: -14.17 eV

Last column: natural (NBO) charge in e.
Cartesian coordinates (Å):
N (-0.02, 1.40, 0.22)  -0.723
C (-0.51, -0.04, 0.14)  -0.081
S (-2.28, -0.14, -0.13)  0.063
C (0.48, -1.02, -0.44)  -0.425
C (0.25, -0.99, 1.05)  -0.400
H (-0.72, 2.01, 0.71)  0.460
H (0.09, 1.86, -0.73)  0.465
H (0.85, 1.25, 0.91)  0.474
H (-2.20, -0.51, -1.47)  0.169
H (1.52, -0.62, -0.98)  0.255
H (0.12, -1.92, -0.91)  0.267
H (-0.19, -1.76, 1.52)  0.254
H (1.15, -0.59, 1.68)  0.223



--- b ---
Density functional theory data (the ωB97M-V functional and the def2-TZVPD basis) for a cluster of 2 separate species, C3H8NS in total.

- Net charge: +1
- HOMO-LUMO gap: 7.7511 eV
- HOMO energy: -13.96 eV

Last column: natural (NBO) charge in e.
Cartesian coordinates (Å):
C (0.93, -1.67, 0.38)  -0.150
C (-0.14, -1.11, -0.19)  -0.333
C (-0.96, -0.26, 0.61)  -0.145
N (0.70, 1.74, -0.27)  -1.086
S (-2.42, 0.41, 0.12)  0.360
H (1.74, -2.18, -0.31)  0.251
H (1.20, -1.54, 1.41)  0.217
H (-0.38, -1.19, -1.35)  0.258
H (-0.62, -0.06, 1.72)  0.290
H (1.57, 1.76, 0.22)  0.382
H (-0.07, 2.23, 0.11)  0.373
H (0.96, 2.03, -1.20)  0.388
H (-2.50, -0.16, -1.25)  0.194



Result of the stability comparison: b is the least stable of them.



--- a ---
Density functional theory data (the ωB97M-V functional and the def2-TZVPD basis) for an isolated molecule of C22H27N3O4.

- HOMO-LUMO gap: 7.9218 eV
- SMILES: Cc1ccc(C(=O)N/C(=C\c2ccco2)C(=O)NCCN2CCOCC2)cc1C
- HOMO energy: -7.94 eV

Last column: natural (NBO) charge in e.
Cartesian coordinates (Å):
C (4.75, 3.75, 2.73)  -0.634
C (3.56, 2.96, 2.28)  -0.021
C (3.07, 1.93, 3.08)  -0.198
C (1.98, 1.17, 2.69)  -0.204
C (1.35, 1.45, 1.48)  -0.150
C (0.16, 0.71, 0.99)  0.688
O (-0.68, 1.26, 0.29)  -0.634
N (0.14, -0.59, 1.38)  -0.613
C (-0.67, -1.72, 1.17)  0.081
C (-0.23, -2.92, 1.61)  -0.232
C (0.98, -3.27, 2.29)  0.224
C (1.39, -4.51, 2.73)  -0.259
C (2.64, -4.33, 3.35)  -0.307
C (2.92, -3.00, 3.25)  0.099
O (1.93, -2.35, 2.62)  -0.433
C (-2.02, -1.76, 0.51)  0.641
O (-2.56, -2.84, 0.31)  -0.650
N (-2.59, -0.59, 0.20)  -0.617
C (-3.87, -0.50, -0.48)  -0.242
C (-3.79, 0.38, -1.73)  -0.217
N (-3.46, -0.36, -2.93)  -0.436
C (-2.14, -0.97, -2.88)  -0.263
C (-1.90, -1.76, -4.17)  -0.072
O (-2.02, -0.94, -5.32)  -0.524
C (-3.29, -0.35, -5.36)  -0.072
C (-3.56, 0.48, -4.11)  -0.249
C (1.82, 2.50, 0.70)  -0.179
C (2.92, 3.25, 1.08)  0.069
C (3.41, 4.36, 0.20)  -0.650
H (5.13, 3.39, 3.68)  0.218
H (5.55, 3.68, 1.99)  0.221
H (4.49, 4.80, 2.83)  0.222
H (3.55, 1.72, 4.02)  0.209
H (1.61, 0.40, 3.36)  0.216
H (0.97, -0.86, 1.90)  0.431
H (-0.89, -3.76, 1.42)  0.268
H (0.85, -5.43, 2.61)  0.233
H (3.25, -5.08, 3.80)  0.234
H (3.76, -2.41, 3.58)  0.207
H (-2.04, 0.27, 0.24)  0.433
H (-4.19, -1.51, -0.74)  0.243
H (-4.60, -0.07, 0.22)  0.198
H (-4.78, 0.82, -1.90)  0.201
H (-3.08, 1.20, -1.54)  0.170
H (-2.09, -1.67, -2.05)  0.218
H (-1.35, -0.21, -2.76)  0.168
H (-0.89, -2.16, -4.19)  0.192
H (-2.63, -2.58, -4.23)  0.167
H (-3.32, 0.27, -6.25)  0.191
H (-4.06, -1.14, -5.44)  0.165
H (-4.57, 0.90, -4.16)  0.201
H (-2.84, 1.32, -4.07)  0.166
H (1.31, 2.71, -0.23)  0.227
H (3.38, 5.31, 0.73)  0.218
H (4.44, 4.18, -0.11)  0.218
H (2.79, 4.45, -0.69)  0.221



--- b ---
Density functional theory data (the ωB97M-V functional and the def2-TZVPD basis) for an isolated molecule of C22H27N3O4.

- HOMO-LUMO gap: 9.4292 eV
- SMILES: COCC(=O)N1CCC(Oc2ccc(C(=O)NCCc3ccncc3)cc2)CC1
- HOMO energy: -8.86 eV

Last column: natural (NBO) charge in e.
Cartesian coordinates (Å):
C (8.32, -0.27, -1.00)  -0.253
O (7.91, -0.75, 0.26)  -0.538
C (7.73, 0.27, 1.21)  -0.158
C (6.52, 1.18, 0.93)  0.648
O (6.67, 2.39, 0.82)  -0.630
N (5.32, 0.59, 0.83)  -0.436
C (5.03, -0.82, 0.89)  -0.219
C (4.50, -1.31, -0.46)  -0.418
C (3.27, -0.50, -0.88)  0.098
O (2.23, -0.82, 0.04)  -0.529
C (0.94, -0.56, -0.25)  0.409
C (0.02, -0.87, 0.76)  -0.288
C (-1.33, -0.68, 0.57)  -0.164
C (-1.81, -0.16, -0.63)  -0.189
C (-3.25, 0.10, -0.90)  0.671
O (-3.63, 0.99, -1.64)  -0.626
N (-4.11, -0.75, -0.28)  -0.613
C (-5.54, -0.59, -0.38)  -0.215
C (-6.14, 0.00, 0.90)  -0.431
C (-7.62, 0.21, 0.72)  0.025
C (-8.10, 1.34, 0.06)  -0.264
C (-9.47, 1.47, -0.12)  0.045
N (-10.35, 0.59, 0.31)  -0.422
C (-9.89, -0.48, 0.94)  0.041
C (-8.55, -0.72, 1.16)  -0.260
C (-0.89, 0.18, -1.62)  -0.127
C (0.46, -0.02, -1.45)  -0.334
C (3.59, 1.00, -0.85)  -0.438
C (4.15, 1.39, 0.52)  -0.231
H (8.42, -1.14, -1.64)  0.195
H (7.58, 0.42, -1.42)  0.169
H (9.28, 0.25, -0.93)  0.174
H (7.60, -0.22, 2.18)  0.204
H (8.61, 0.92, 1.26)  0.200
H (4.26, -0.98, 1.65)  0.199
H (5.92, -1.38, 1.16)  0.234
H (5.27, -1.20, -1.22)  0.214
H (4.23, -2.36, -0.38)  0.222
H (2.97, -0.81, -1.89)  0.185
H (0.40, -1.27, 1.68)  0.224
H (-2.00, -0.90, 1.39)  0.207
H (-3.75, -1.46, 0.32)  0.393
H (-5.72, 0.08, -1.22)  0.239
H (-6.00, -1.57, -0.59)  0.196
H (-5.65, 0.96, 1.10)  0.224
H (-5.96, -0.67, 1.74)  0.205
H (-7.42, 2.09, -0.31)  0.222
H (-9.88, 2.33, -0.62)  0.193
H (-10.64, -1.19, 1.27)  0.191
H (-8.23, -1.61, 1.68)  0.212
H (-1.27, 0.60, -2.54)  0.236
H (1.14, 0.24, -2.25)  0.221
H (4.33, 1.21, -1.63)  0.216
H (2.69, 1.59, -1.05)  0.223
H (3.39, 1.22, 1.28)  0.198
H (4.45, 2.44, 0.52)  0.253



Result of the stability comparison: a is the least stable of them.



--- a ---
Density functional theory data (the ωB97M-V functional and the def2-TZVPD basis) for a cluster of 2 separate species, C3H10NPS in total.

- HOMO-LUMO gap: 8.5683 eV
- SMILES: [H]/P=N\C(C)C.S
- HOMO energy: -9.05 eV

Last column: natural (NBO) charge in e.
Cartesian coordinates (Å):
H (1.63, 1.47, 1.68)  -0.157
P (1.70, 0.14, 1.42)  0.895
N (0.63, -0.20, 0.39)  -0.895
C (-0.24, 0.64, -0.35)  -0.065
C (-1.38, -0.37, -0.77)  -0.585
C (0.40, 1.41, -1.55)  -0.605
H (-0.72, 1.29, 0.43)  0.180
H (-1.06, -1.28, -1.05)  0.209
H (-2.09, -0.38, 0.17)  0.200
H (-1.94, 0.10, -1.55)  0.196
H (0.82, 2.29, -1.12)  0.211
H (-0.22, 1.62, -2.32)  0.214
H (1.29, 0.78, -1.84)  0.214
S (-0.06, -2.53, 2.41)  -0.297
H (0.22, -1.71, 1.51)  0.142
H (1.01, -3.29, 2.54)  0.143



--- b ---
Density functional theory data (the ωB97M-V functional and the def2-TZVPD basis) for a cluster of 2 separate species, C3H10NPS in total.

- HOMO-LUMO gap: 8.7592 eV
- SMILES: [H]/P=N\C(C)C.S
- HOMO energy: -9.06 eV

Last column: natural (NBO) charge in e.
Cartesian coordinates (Å):
H (2.42, -0.23, 1.42)  -0.164
P (2.16, -0.36, 0.03)  0.904
N (0.68, -0.42, -0.26)  -0.926
C (-0.62, -0.15, 0.39)  -0.051
C (-1.25, 1.21, -0.22)  -0.606
C (-0.46, -0.14, 1.93)  -0.634
H (-1.27, -1.07, 0.15)  0.209
H (-0.65, 2.16, 0.07)  0.212
H (-1.12, 1.29, -1.34)  0.225
H (-2.23, 1.25, 0.13)  0.210
H (0.27, -0.85, 2.14)  0.219
H (-1.47, -0.20, 2.24)  0.220
H (0.14, 0.77, 2.38)  0.203
S (0.91, -0.92, -3.51)  -0.368
H (0.47, -0.57, -2.28)  0.187
H (2.01, -1.78, -3.27)  0.160



Result of the stability comparison: a is the least stable of them.